Entry 1:
84
Properties=species:S:1:pos:R:3 method="wB97M-V/def2-TZVPD" homo_lumo_gap_ha="0.2987 / 0.2391" total_charge=+2 de_lowest_kcal_mol=0.0 spin_multiplicity=5 homo_ha="-0.49677 / -0.50758" s_squared=6.015
H -4.096 5.165 5.305
C -1.772 4.952 -0.147
C -4.100 4.217 3.381
C -2.462 -5.020 -0.211
O -1.701 -1.123 -0.026
H -5.179 -3.124 3.396
O 2.254 0.747 1.300
H -3.141 -3.681 4.501
C -1.942 3.514 2.567
C -2.383 -3.068 2.547
C -1.175 -3.590 -1.676
H -3.462 -5.008 0.219
N -3.947 -1.857 -0.979
H -0.163 -3.193 -1.477
H -4.900 -1.587 4.225
C -2.120 4.588 4.708
N 3.120 -1.891 0.072
H -2.343 -6.741 -1.549
N -1.956 -3.653 -0.422
H -6.075 0.386 -2.078
H -1.656 4.976 5.605
H 1.968 -1.095 1.463
C -5.151 -2.694 -1.116
C -3.494 4.701 4.536
H -3.813 -0.648 2.248
H -1.430 -2.529 2.486
C -3.331 3.612 2.406
C 0.754 2.632 1.705
H 1.800 -2.754 1.279
H -5.043 -3.379 -1.963
H -0.270 3.916 3.879
H 3.982 -1.934 0.594
O 0.404 -0.281 -2.886
N 4.261 -1.175 -1.821
C -1.349 3.004 -1.515
H -0.243 -5.544 -1.784
P -2.710 -2.252 0.016
O 0.250 0.811 0.321
H 0.921 2.590 2.779
C 3.135 -1.370 -1.169
N -3.326 -2.590 1.509
Co 0.183 -0.997 -0.600
H 4.223 -0.794 -2.755
C -2.393 -5.655 -1.595
H -1.656 3.254 -3.616
H -2.556 -2.021 4.448
C -4.170 -0.490 -1.488
H -1.794 -5.549 0.476
H -2.352 6.718 -1.199
C 1.204 1.314 1.064
H -1.060 1.972 -1.609
H -5.454 -0.834 -3.195
H -4.153 0.237 -0.669
C -1.683 3.730 -2.645
H -1.660 -2.932 -2.406
N 1.619 -0.505 -2.808
C -2.051 5.064 -2.533
P -1.030 2.691 1.252
H -5.319 -3.287 -0.215
H -2.310 5.633 -3.415
C -6.266 -1.685 -1.381
H -2.185 -4.129 2.399
C -4.491 -2.285 3.498
N 1.910 -1.135 -1.647
C -4.264 -1.645 2.136
C -1.387 3.610 -0.260
H -1.805 5.433 0.821
H -5.170 4.311 3.249
C -1.122 -5.033 -2.180
C -3.091 -2.786 3.887
H 5.157 -1.355 -1.397
H -3.391 -0.206 -2.194
C -2.084 5.673 -1.286
H 1.303 3.485 1.305
H -3.267 -5.375 -2.187
H -5.173 -1.553 1.542
H -7.079 -2.126 -1.954
O 2.447 -0.220 -3.640
H -3.790 3.223 1.504
N 1.914 -1.869 0.799
C -5.549 -0.564 -2.142
H -6.675 -1.309 -0.441
H -1.087 -5.081 -3.266
C -1.340 3.982 3.738

***

Entry 2:
63
Properties=species:S:1:pos:R:3 method="wB97M-V/def2-TZVPD" homo_lumo_gap_ha="0.2427 / 0.2450" total_charge=+1 de_lowest_kcal_mol=0.0 spin_multiplicity=2 homo_ha="-0.38053 / -0.38120" s_squared=0.753
H 1.741 -2.322 0.042
C -1.472 3.026 -1.720
F 1.387 1.743 -0.352
F 6.095 2.292 -0.400
H 2.162 -3.664 1.166
C -0.294 3.945 -1.887
H -1.337 -4.209 0.046
H 1.346 -3.098 3.660
C 0.184 -2.923 -3.078
H -2.646 1.619 1.170
C -1.261 -3.164 0.398
C 2.648 0.439 -1.746
S -3.137 3.493 -1.550
S -2.469 -2.620 -3.819
C -1.041 -2.091 -3.042
C -2.835 1.518 2.242
C 3.878 0.065 -2.245
C 0.799 -2.170 3.502
H 0.439 3.550 -2.641
H -2.123 -2.875 0.974
H 0.696 -2.815 -4.031
C -0.738 2.747 2.818
N -1.341 1.697 -1.899
F 3.609 3.119 0.639
C 5.013 0.744 -1.817
C -2.468 -0.267 -2.752
O 1.460 -0.056 -2.161
C 4.963 1.691 -0.801
H -0.130 0.664 5.180
F 6.234 0.494 -2.412
N -1.183 -0.892 -2.459
C 3.737 2.107 -0.253
H 0.248 2.713 3.221
H -0.654 4.963 -2.190
C -0.730 0.153 3.154
H -3.427 0.628 2.532
H -4.693 1.758 -2.391
C 1.364 -3.294 0.519
H -4.433 -1.126 -3.531
F 3.927 -1.000 -3.123
H -1.263 3.599 3.358
C 0.133 -1.982 2.284
C -2.578 1.072 -2.274
H -3.380 2.420 2.623
H 1.185 -4.032 -0.245
H -1.890 1.483 4.120
C -1.527 1.459 3.038
H 0.926 -2.638 -2.321
H -0.128 -3.996 -2.879
C -3.627 1.915 -2.107
O -0.540 -0.232 0.732
C -0.418 -0.679 1.997
C 0.711 -1.237 4.534
C 2.653 1.454 -0.755
H -0.061 -4.012 1.946
H 1.334 -1.428 5.405
C -0.060 -0.087 4.354
H -0.737 2.968 1.713
C 0.035 -3.105 1.294
C -3.340 -1.219 -3.308
Ti -0.094 0.215 -1.046
H -1.115 -2.543 -0.493
H 0.262 4.024 -0.934

***

Entry 3:
20
Properties=species:S:1:pos:R:3 method="wB97M-V/def2-TZVPD" homo_lumo_gap_ha=0.3022 total_charge=-1 de_lowest_kcal_mol=9.7 homo_ha=-0.18209 smiles="NCC[C@@]1(C(=O)O)C(=O)N1C(=O)[O-]"
H -0.631 -0.237 1.648
C -1.900 0.559 0.094
N 1.027 0.560 -0.394
C -4.348 -1.073 0.435
H -0.020 -1.111 -1.222
C -0.943 -0.500 0.634
H 1.964 0.390 -0.745
N -3.271 0.128 -0.312
O -5.194 -1.341 -0.348
C 0.295 -0.701 -0.250
H 0.554 1.141 -1.083
O -3.907 -1.306 1.510
C -1.790 1.945 0.555
C -2.495 0.311 -1.307
O -2.183 0.314 -2.464
H -1.485 -1.444 0.693
H 0.965 -1.428 0.222
H 0.091 1.617 0.909
O -0.584 2.299 1.093
O -2.656 2.783 0.456

***

Entry 4:
9
Properties=species:S:1:pos:R:3 method="wB97M-V/def2-TZVPD" homo_lumo_gap_ha=0.3108 total_charge=0 de_lowest_kcal_mol=95.7 homo_ha=-0.32468
C -1.097 -1.809 -0.295
O -2.722 -0.019 0.981
S -2.142 -0.200 -0.307
C 1.346 0.962 -0.099
H 1.512 -1.215 0.061
N -0.369 -0.767 -0.082
C 0.910 -0.313 -0.012
H 2.344 1.132 -0.120
Cl 0.218 2.230 -0.126

***

Repeat the first record exactly.
84
Properties=species:S:1:pos:R:3 method="wB97M-V/def2-TZVPD" homo_lumo_gap_ha="0.2987 / 0.2391" total_charge=+2 de_lowest_kcal_mol=0.0 spin_multiplicity=5 homo_ha="-0.49677 / -0.50758" s_squared=6.015
H -4.096 5.165 5.305
C -1.772 4.952 -0.147
C -4.100 4.217 3.381
C -2.462 -5.020 -0.211
O -1.701 -1.123 -0.026
H -5.179 -3.124 3.396
O 2.254 0.747 1.300
H -3.141 -3.681 4.501
C -1.942 3.514 2.567
C -2.383 -3.068 2.547
C -1.175 -3.590 -1.676
H -3.462 -5.008 0.219
N -3.947 -1.857 -0.979
H -0.163 -3.193 -1.477
H -4.900 -1.587 4.225
C -2.120 4.588 4.708
N 3.120 -1.891 0.072
H -2.343 -6.741 -1.549
N -1.956 -3.653 -0.422
H -6.075 0.386 -2.078
H -1.656 4.976 5.605
H 1.968 -1.095 1.463
C -5.151 -2.694 -1.116
C -3.494 4.701 4.536
H -3.813 -0.648 2.248
H -1.430 -2.529 2.486
C -3.331 3.612 2.406
C 0.754 2.632 1.705
H 1.800 -2.754 1.279
H -5.043 -3.379 -1.963
H -0.270 3.916 3.879
H 3.982 -1.934 0.594
O 0.404 -0.281 -2.886
N 4.261 -1.175 -1.821
C -1.349 3.004 -1.515
H -0.243 -5.544 -1.784
P -2.710 -2.252 0.016
O 0.250 0.811 0.321
H 0.921 2.590 2.779
C 3.135 -1.370 -1.169
N -3.326 -2.590 1.509
Co 0.183 -0.997 -0.600
H 4.223 -0.794 -2.755
C -2.393 -5.655 -1.595
H -1.656 3.254 -3.616
H -2.556 -2.021 4.448
C -4.170 -0.490 -1.488
H -1.794 -5.549 0.476
H -2.352 6.718 -1.199
C 1.204 1.314 1.064
H -1.060 1.972 -1.609
H -5.454 -0.834 -3.195
H -4.153 0.237 -0.669
C -1.683 3.730 -2.645
H -1.660 -2.932 -2.406
N 1.619 -0.505 -2.808
C -2.051 5.064 -2.533
P -1.030 2.691 1.252
H -5.319 -3.287 -0.215
H -2.310 5.633 -3.415
C -6.266 -1.685 -1.381
H -2.185 -4.129 2.399
C -4.491 -2.285 3.498
N 1.910 -1.135 -1.647
C -4.264 -1.645 2.136
C -1.387 3.610 -0.260
H -1.805 5.433 0.821
H -5.170 4.311 3.249
C -1.122 -5.033 -2.180
C -3.091 -2.786 3.887
H 5.157 -1.355 -1.397
H -3.391 -0.206 -2.194
C -2.084 5.673 -1.286
H 1.303 3.485 1.305
H -3.267 -5.375 -2.187
H -5.173 -1.553 1.542
H -7.079 -2.126 -1.954
O 2.447 -0.220 -3.640
H -3.790 3.223 1.504
N 1.914 -1.869 0.799
C -5.549 -0.564 -2.142
H -6.675 -1.309 -0.441
H -1.087 -5.081 -3.266
C -1.340 3.982 3.738